Density functional theory data (wB97M-V/def2-TZVPD) for C20H20F6N3O4P2S2Tc as an isolated structure.

gap between HOMO and LUMO (alpha / beta)	7.769 / 5.706	eV
electronic energy	-3398.58505	a.u.
energy above the lowest of the compared OMol25 structures with the same formula, charge and spin	0.0	kcal/mol
2S+1	4
highest occupied orbital energy (alpha / beta)	-0.44362 / -0.42423	Eh
expectation value of S²	3.77
strongest force on any atom	0.94	eV/A
total charge	+1

Last column: Mulliken spin population.
Cartesian coordinates (Å):
H: 3.8275 -3.7530 -0.2263  0.0004
O: -1.7294 3.7443 5.0586  0.9379
N: 1.9447 2.0862 0.0097  -0.0407
F: -0.7468 5.0700 -2.2867  0.0002
H: 0.2123 3.5403 3.4424  -0.0159
C: 6.0084 -1.0172 -3.1440  0.0010
C: -2.2639 2.6646 4.4983  -0.0048
P: 2.4358 -1.5832 -1.7561  0.0007
H: -0.7411 -1.8898 -2.1220  -0.0099
C: 2.4142 3.6504 1.7426  -0.0129
H: 3.6371 -5.4686 -0.5784  0.0003
O: 1.8802 -2.9916 -2.1323  -0.0025
C: 2.1424 -4.2776 -1.4840  0.0011
H: 6.7055 -0.1924 -3.2957  0.0000
C: 4.8479 -0.5464 -2.3074  0.0029
C: -1.4666 2.1884 3.2964  -0.0233
C: -1.8693 -0.4313 0.5946  0.0027
C: -3.4023 -2.1385 -0.0579  0.0123
H: 6.5399 -1.8273 -2.6464  0.0003
C: 3.0291 2.5010 -0.6535  0.0331
H: -2.8202 -3.2213 -1.8296  0.0002
S: 1.4608 -0.1771 -2.8041  0.0464
C: -0.2449 2.7174 2.9097  0.0486
C: -2.0571 1.1513 2.5739  0.0083
C: 3.5604 -4.4681 -1.0057  0.0005
C: 3.8541 3.4904 -0.1608  -0.0105
H: 5.6673 -1.3625 -4.1191  0.0000
C: -1.4152 -1.7093 -1.2960  0.0389
S: 2.0906 -1.0993 0.1830  0.0463
F: -2.3506 3.5528 -1.5562  0.0000
H: 2.1484 4.0996 2.6883  -0.0016
F: -0.4392 3.7915 -0.3848  0.0011
H: 4.1744 4.8464 1.4727  0.0000
P: -0.8122 3.5432 -1.9467  0.0017
Tc: 0.6338 0.5548 -0.6569  1.8941
H: 1.8799 -5.0048 -2.2464  0.0002
C: -1.3880 0.6570 1.4743  0.0236
C: 0.3680 2.1800 1.7955  0.0012
F: 0.7559 3.2961 -2.2290  0.0012
N: -1.0679 -0.7269 -0.4571  -0.0379
H: 4.2753 -4.3864 -1.8223  0.0001
H: -4.3220 -2.6866 0.0977  0.0003
H: 1.4320 -4.3568 -0.6615  0.0013
C: -3.0425 -1.1217 0.8157  -0.0154
C: 1.6249 2.6637 1.1906  -0.0039
H: 3.2064 2.0283 -1.6095  -0.0039
O: 3.9687 -1.6830 -2.0779  -0.0052
N: -0.1999 1.1680 1.1243  0.0120
O: -3.2871 2.1928 4.9098  0.0669
H: 5.1724 -0.1825 -1.3315  0.0016
F: -0.8501 1.7911 -1.5178  -0.0029
H: 4.7161 3.8025 -0.7322  0.0007
F: -1.1522 3.0814 -3.4177  0.0003
H: -3.0194 0.7730 2.8903  0.0032
H: -3.6752 -0.8737 1.6549  -0.0006
C: 3.5462 4.0691 1.0593  0.0119
C: -2.5750 -2.4392 -1.1258  -0.0075
H: 4.2789 0.2336 -2.8149  -0.0040

Atoms 1-6, force components in eV/Å:
H -0.003 -0.015 -0.020
O -0.257 -0.393 0.002
N 0.075 0.038 -0.013
F 0.054 0.064 -0.047
H -0.082 -0.047 0.031
C 0.027 -0.015 -0.023